# 1
Molecular formula: C2H4NO2
Method: DFT, ωB97M-V/def2-TZVPD

Calculated values
Gap between HOMO and LUMO ... 11.5 eV
2S+1 ... 1
Charge ... +1
SMILES string ... [NH3+][C@H]1OC1=O

```
9
Properties=species:S:1:pos:R:3:lowdin_charge:R:1
N -0.295 -0.224 0.354 0.30
C 1.103 -0.282 -0.337 -0.08
O 2.012 0.546 0.366 0.17
C 2.241 -0.793 0.433 -0.28
O 2.910 -1.630 1.057 0.19
H -0.017 0.383 1.125 0.17
H -0.721 -1.068 0.800 0.21
H -0.962 0.270 -0.180 0.15
H 1.092 -0.091 -1.386 0.17
```

***

# 2
Molecular formula: C2H4NO2
Method: DFT, ωB97M-V/def2-TZVPD

Calculated values
Gap between HOMO and LUMO ... 10.1 eV
2S+1 ... 1
Charge ... +1

```
9
Properties=species:S:1:pos:R:3:lowdin_charge:R:1
C -1.638 -0.131 0.107 -0.44
C -0.430 0.473 0.480 0.12
N 1.300 -0.286 -0.350 0.23
O -2.373 -1.009 0.104 0.29
O -1.162 0.879 -0.608 0.25
H -0.075 0.894 1.404 0.16
H 0.934 -1.091 -0.836 0.12
H 1.775 -0.187 0.600 0.16
H 1.669 0.459 -0.902 0.10
```

***

# 3
Molecular formula: C2H4NO2
Method: DFT, ωB97M-V/def2-TZVPD

Calculated values
Gap between HOMO and LUMO (alpha / beta) ... 8.8 / 8.8 eV
2S+1 ... 1
Charge ... +1

```
9
Properties=species:S:1:pos:R:3:lowdin_charge:R:1
C -0.290 -0.474 -0.611 0.00
C 0.670 0.501 0.092 -0.04
N 0.508 -0.189 -1.717 -0.01
O 0.527 -0.765 -3.196 0.12
O 1.276 0.651 -1.142 0.18
H -0.635 -1.483 -0.326 0.19
H -1.170 0.127 -0.970 0.20
H 0.082 1.495 0.496 0.22
H 1.344 0.131 0.852 0.15
```

***

# 4
Molecular formula: C2H4NO2
Method: DFT, ωB97M-V/def2-TZVPD

Calculated values
Gap between HOMO and LUMO ... 11.9 eV
2S+1 ... 1
Charge ... +1

```
9
Properties=species:S:1:pos:R:3:lowdin_charge:R:1
C 1.728 -0.471 -0.008 0.07
C -0.925 -0.257 -0.040 -0.29
N -1.525 0.863 0.048 0.28
O -0.854 -1.388 -0.194 0.29
O 0.895 0.372 0.214 0.05
H 2.798 -0.248 0.043 0.13
H 1.436 -1.503 -0.275 0.13
H -2.541 0.903 0.031 0.18
H -1.012 1.729 0.181 0.16
```

***

What are the ΔE to the lowest compared entry with this formula, charge and spin values for these records? In order: 176.21 331.48 796.90 45.89 kJ/mol.